Molecular formula: C4H10N3O
Method: DFT, ωB97M-V with the def2-TZVPD basis set

Last column: Mulliken charge in e.
Element x y z (Å)
C 0.5867 2.2027 -0.3833  -1.067
C 1.0766 1.1235 0.4582  0.188
N 0.5695 -0.0581 0.5463  0.029
C -0.5834 -0.6183 -0.1938  -0.243
C -0.4311 -2.1313 -0.2260  -1.441
N -1.8147 -0.1995 0.4115  0.220
N -2.6975 0.4791 -0.3203  -0.044
O -3.7555 0.7044 0.2038  -0.450
H 0.1995 2.9865 0.2789  0.307
H -0.1997 1.9177 -1.0760  0.335
H 1.4189 2.6669 -0.9157  0.369
H 1.9332 1.3432 1.0919  0.439
H 0.9857 -0.7270 1.1941  0.330
H -0.5963 -0.2015 -1.2067  0.545
H 0.5483 -2.4086 -0.6093  0.423
H -1.1823 -2.5603 -0.8857  0.389
H -0.5633 -2.5637 0.7640  0.410
H -2.0782 -0.5619 1.3348  0.261

Force components x, y, z for each atom (eV/Å):
-0.3314 0.2714 -0.3721
-0.0293 -0.4338 0.2762
0.4909 0.2636 0.2167
-0.7661 -0.1201 -0.5644
0.0765 0.1224 -0.1613
0.4414 -0.5066 1.0668
-0.7384 0.6698 -0.4846
0.7888 -0.3385 -0.0443
0.0019 -0.0186 0.0484
-0.0106 0.0091 0.0065
0.0527 -0.0558 0.0100
-0.0423 -0.2219 0.0515
0.1267 0.2800 -0.0444
0.1256 -0.0799 0.1909
0.0842 -0.0524 -0.0262
-0.0384 0.0644 0.0367
0.0002 -0.0219 0.1366
-0.2326 0.1687 -0.3430

The total charge is +1. Its SMILES is C/C=[NH+]\[C@@H](C)NN=O. The value obtained for the gap between HOMO and LUMO is 8.382 eV.

=====

Molecular formula: C4H10N3O
Method: DFT, ωB97M-V with the def2-TZVPD basis set

Last column: Mulliken charge in e.
Element x y z (Å)
C 1.7329 0.0771 0.4163  -0.233
C 0.9045 -0.2032 -1.6121  -0.322
C -1.1484 -1.4213 -0.7539  -0.967
C -0.2738 0.7541 1.6605  -0.363
N 2.0010 -0.0108 -0.7625  -0.311
N 0.3413 -0.0792 0.7181  -0.073
N -0.2812 -0.2116 -0.6052  0.120
O -0.8552 1.9279 0.9064  -0.529
H 2.5417 0.1670 1.2362  0.387
H 0.8981 0.7385 -2.2815  0.319
H 0.9845 -1.1586 -2.1553  0.356
H -0.6200 -2.1745 -0.0794  0.337
H -2.1729 -1.3753 -0.3897  0.353
H -1.3523 -1.5501 -1.7797  0.458
H 0.5445 1.3248 2.2899  0.334
H -1.0680 0.1930 2.2681  0.351
H -0.9084 0.5920 -0.6752  0.457
H -1.2685 2.4103 1.5991  0.327

Force components x, y, z for each atom (eV/Å):
-0.8144 1.4985 15.3326
1.1662 1.3660 0.5171
0.6049 -1.0940 2.6181
-0.9690 3.3837 1.6193
2.8586 -1.2554 -13.9917
1.6963 -0.8172 -2.0150
-1.4560 0.3070 0.3436
0.8893 -2.8733 0.0187
-2.0413 -0.4518 -1.2431
-0.8511 -1.5016 0.6696
-0.4166 0.3462 -0.1318
-0.7131 0.2765 -1.8041
0.1411 0.9727 0.7905
0.7288 -0.8528 -1.3611
-1.3751 -2.0933 -0.8596
1.0913 0.9673 -0.8218
0.3121 0.7110 -0.3693
-0.8521 1.1105 0.6880

The total charge is +1. Its spin multiplicity is 3. The value obtained for the gap between HOMO and LUMO (alpha / beta) is 6.271 / 7.670 eV.

=====

Molecular formula: C4H10N3O2
Method: DFT, ωB97M-V with the def2-TZVPD basis set

Last column: Mulliken charge in e.
Element x y z (Å)
C -0.7176 0.6784 0.3345  0.573
C 1.7379 0.6060 0.0652  0.030
C 1.7575 -0.9461 0.1941  -0.027
C -1.7039 -1.2158 -0.7603  -1.057
N 0.4758 1.1654 0.7315  -0.411
N -0.6935 -0.4954 -0.2021  -0.222
N -1.9071 1.2976 0.6021  -0.398
O 1.8186 1.0061 -1.2267  -0.530
O 2.1209 -1.3641 1.3384  -0.305
H 2.4386 1.1958 0.7714  0.430
H 1.7653 -1.4370 -0.7109  0.506
H -1.7128 -2.3929 -0.5998  0.241
H -1.7365 -1.1789 -1.8094  0.370
H -2.7551 -1.0181 -0.4062  0.313
H 0.6196 2.1547 0.6494  0.303
H -2.0272 2.1843 1.0637  0.208
H -2.7488 0.9729 0.1225  0.176
H 0.9647 1.0627 -1.5827  0.390
H 2.3037 -2.2757 1.4255  0.409

Force components x, y, z for each atom (eV/Å):
-2.4465 -1.8494 -0.4404
-1.8541 0.8816 2.8707
-0.4505 4.1254 1.7769
-3.6682 -3.9531 0.6702
2.2077 0.2939 -0.0793
3.8337 0.7298 0.8354
-0.0020 0.3159 -0.4275
2.5182 -0.0768 0.1241
-0.6882 1.6609 -0.3509
0.0375 -1.7182 -1.5134
0.0110 -1.8197 -1.6681
0.7326 2.2480 0.1789
0.0601 0.4677 -1.6145
0.8121 0.3347 -0.0878
-0.5331 0.6208 0.4624
0.4903 -0.0158 -0.0067
0.7171 -0.0087 0.3249
-2.0055 -0.0237 -1.0825
0.2279 -2.2131 0.0274

The total charge is +1. The value obtained for the gap between HOMO and LUMO is 7.888 eV.

=====

Molecular formula: C4H10N3O5S
Method: DFT, ωB97M-V with the def2-TZVPD basis set

Last column: Mulliken charge in e.
Element x y z (Å)
C 2.0739 1.8100 0.6363  -1.336
C 1.7757 0.3878 -1.4879  -1.437
C -1.8048 -2.8735 -0.3865  -1.026
C 1.5397 0.6178 -0.0357  0.826
N -3.1162 2.3759 -0.1217  -0.547
N -2.0834 2.0536 0.1117  1.092
N 0.8640 -0.1843 0.6703  0.623
O 0.2994 -1.2552 0.0821  -0.409
O -1.0998 1.6799 0.5099  -0.522
O 0.6656 -0.0518 1.9643  -0.387
O -1.6771 -0.2065 -1.0638  -0.574
O -1.9313 -0.8128 1.2911  -0.593
S -1.4938 -1.1428 0.0075  1.268
H 3.0908 1.4737 1.0196  0.347
H 2.2969 2.4615 -0.1583  0.451
H 1.3974 2.3032 1.3080  0.391
H 2.5416 0.9731 -1.8476  0.501
H 0.8085 0.7371 -1.9324  0.311
H 1.8791 -0.6307 -1.5888  0.374
H -2.8321 -3.0377 -0.3900  0.463
H -1.5373 -3.2087 -1.3910  0.377
H -1.4123 -3.3410 0.5060  0.370
H -0.2445 -0.1286 2.2971  0.435

Force components x, y, z for each atom (eV/Å):
1.6171 -0.9711 -0.0839
-3.2559 0.8658 1.7312
1.2994 0.9562 0.2133
0.6784 1.5846 0.0007
-0.8912 0.4948 -0.9139
-5.1476 1.7156 -0.6829
-2.0613 -0.9787 -0.7048
-1.2493 -1.4899 0.1983
6.0883 -1.2229 1.9453
1.6132 0.3116 1.9675
-0.2782 -1.5211 0.1894
-0.6088 -0.1048 2.1665
1.3568 0.3240 -3.7631
-1.2178 0.7081 0.2249
0.3972 1.1892 -0.8640
0.0286 -0.2020 0.7166
1.8006 1.0901 -0.7128
0.7000 -0.4417 -0.0954
0.3668 -2.2232 -1.0202
-2.1745 0.3343 0.4230
0.9675 0.3153 0.3762
0.4540 -0.6959 -0.2592
-0.4836 -0.0384 -1.0530

The total charge is +1. The value obtained for the gap between HOMO and LUMO is 11.115 eV.

=====

Molecular formula: C4H10N4
Method: DFT, ωB97M-V with the def2-TZVPD basis set

Last column: Mulliken charge in e.
Element x y z (Å)
C -2.6835 -0.4343 0.0431  -0.940
N -1.3987 -1.0441 -0.2354  -0.491
C -0.3474 -0.3453 -0.1329  0.423
N -0.2979 1.0318 -0.0805  -0.054
N 0.8797 1.7935 -0.0717  -0.719
C 0.8878 -1.1727 -0.1132  -0.019
C 2.1349 -0.8816 0.6046  -0.386
N 2.0605 -0.7259 -0.8555  -0.685
H -3.3952 -1.1544 0.4688  0.282
H -3.1169 -0.1292 -0.9157  0.313
H -2.6457 0.3874 0.7700  0.311
H -1.1490 1.4686 -0.3099  0.216
H 0.6963 2.5232 -0.7241  0.211
H 1.0069 2.2835 0.8076  0.215
H 0.6277 -2.1490 -0.3713  0.456
H 2.2189 0.0315 1.2349  0.173
H 2.6565 -1.7387 0.9539  0.279
H 1.8650 0.2557 -1.0727  0.414

Force components x, y, z for each atom (eV/Å):
-0.2575 -0.1331 -0.5850
-0.9608 -0.1805 1.1571
0.9714 -0.3248 -0.0739
0.0427 -1.0621 0.8009
-0.1582 0.0952 0.1166
-0.0558 1.3898 -0.7563
-0.3233 1.4160 0.2055
0.4270 0.2973 -0.1023
0.3954 -0.1148 -0.1763
-0.2593 0.4241 0.1947
0.0490 0.1803 -0.2446
-0.8489 0.7947 -0.0917
0.3835 0.5955 -0.8144
-0.1863 -0.2832 0.3307
-0.3745 -1.5556 0.1914
-0.1541 -0.8145 -0.5542
0.6418 -0.4264 0.1666
0.6679 -0.2978 0.2351

Its SMILES is C/N=C(\NN)[C@@H]1CN1. The value obtained for the gap between HOMO and LUMO is 9.155 eV.

=====

Molecular formula: C4H10N4
Method: DFT, ωB97M-V with the def2-TZVPD basis set

Last column: Mulliken charge in e.
Element x y z (Å)
C -2.0607 -0.1093 0.2386  -1.395
C -0.6897 -0.6982 0.4250  0.197
N -0.3473 -1.7203 -0.4159  -0.515
H -0.6676 -1.6002 -1.3698  0.260
H -0.4030 -0.8866 1.4562  0.312
H -2.8181 -0.8693 0.4457  0.379
H -2.2007 0.7265 0.9192  0.384
H -2.1870 0.2464 -0.7846  0.340
C 0.5121 0.8051 0.1249  0.184
N 0.6061 0.9801 -1.2397  -0.384
C 2.1667 -0.3337 0.6894  0.126
N 0.3693 1.7292 0.9895  -0.668
N 2.3552 -1.3247 0.0805  -0.623
H 1.0198 0.2248 -1.7657  0.236
H 0.8341 1.9016 -1.5867  0.195
H 0.4187 2.6730 0.5986  0.231
H 0.6553 -1.9726 -0.3736  0.385
H 2.4370 0.2283 1.5684  0.357

Force components x, y, z for each atom (eV/Å):
0.1699 0.1283 0.0070
2.0512 1.5520 0.2974
0.3562 -0.7797 -0.5602
0.0171 -0.0011 0.1043
-0.2060 -0.0682 0.0511
0.0746 0.0000 -0.0203
-0.0012 0.0079 -0.0014
-0.0215 -0.0205 -0.0213
-3.2451 -0.1843 -0.2710
0.1656 0.0784 -0.0818
1.5062 -2.8131 0.1014
0.0354 0.0612 0.1179
-0.2047 1.7362 0.5658
-0.0037 0.0005 0.0479
0.1188 -0.0622 0.0500
0.2890 0.0058 -0.0149
-0.7602 -0.0177 -0.0553
-0.3415 0.3765 -0.3166

The value obtained for the gap between HOMO and LUMO is 8.420 eV.

=====

Molecular formula: C4H10N4
Method: DFT, ωB97M-V with the def2-TZVPD basis set

Last column: Mulliken charge in e.
Element x y z (Å)
C 1.4057 -1.6605 2.0846  -0.404
N 0.9372 -1.4841 0.9195  -0.394
C 0.0045 -0.5022 0.5028  0.277
N -0.8388 0.1460 1.4295  -0.560
C -0.0252 -0.3036 -0.8370  0.169
N 0.7847 -0.9544 -1.7393  -0.533
N -1.0142 0.6402 -1.3318  -0.332
C -0.8761 2.0378 -0.9663  -0.821
H 1.1068 -1.0841 2.9688  0.196
H 2.1619 -2.4185 2.2349  0.250
H -0.8192 -0.3283 2.3242  0.212
H -1.7811 0.2361 1.0696  0.220
H 1.3587 -1.6606 -1.2968  0.282
H 1.2510 -0.3788 -2.4279  0.186
H -1.1101 0.5204 -2.3342  0.339
H -0.0248 2.5227 -1.4626  0.268
H -0.7336 2.1046 0.1098  0.344
H -1.7873 2.5672 -1.2478  0.299

Force components x, y, z for each atom (eV/Å):
-0.7098 0.4517 0.0648
0.3666 0.6978 -0.4961
1.0043 -1.4573 0.0939
0.1440 0.0801 0.1370
-1.3342 1.7573 0.7790
-0.3321 -0.4422 -0.5681
0.9481 -1.3664 -0.3010
0.2825 0.1746 -0.0371
-0.0295 0.0031 -0.0511
0.0432 -0.1695 -0.0029
-0.2642 -0.0102 -0.1404
-0.0542 -0.0579 0.0987
0.0529 0.2130 -0.0946
-0.0215 -0.0798 0.2382
-0.0508 0.0070 0.1287
-0.0340 0.0443 0.0932
-0.0468 0.1408 -0.0137
0.0355 0.0136 0.0716

Its SMILES is C=N/C(N)=C(\N)NC. The value obtained for the gap between HOMO and LUMO is 7.825 eV.

=====

Molecular formula: C4H10N4
Method: DFT, ωB97M-V with the def2-TZVPD basis set

Last column: Mulliken charge in e.
Element x y z (Å)
C 0.7102 1.5596 -0.0979  -1.162
N -2.4863 0.7989 -0.0749  -0.511
C 1.4457 -1.3513 -0.2074  0.173
C -0.0307 0.3172 -0.1956  0.208
N -2.8532 1.3202 1.1418  -0.385
N 1.5976 -2.3527 -1.1234  -0.444
C -0.9418 -0.5184 -0.2151  -0.022
N 2.2080 -1.0864 0.7590  -0.595
H -2.2794 1.5768 -0.6982  0.272
H -2.1681 1.8999 1.6265  0.208
H -3.1918 0.5904 1.7565  0.238
H 2.4539 -2.9015 -1.1398  0.199
H 1.0664 -2.3013 -1.9761  0.216
H 3.0509 -1.6667 0.8643  0.183
H -1.4118 -1.4740 -0.2312  0.457
H 0.6034 2.0287 0.8856  0.275
H 1.7714 1.2847 -0.1942  0.353
H 0.4556 2.2760 -0.8798  0.337

Force components x, y, z for each atom (eV/Å):
0.7930 0.1030 0.1578
-0.1936 -1.2316 -0.5588
1.0675 1.0113 0.3075
1.8842 -2.3757 -0.4557
0.1579 0.1203 0.4557
-0.6249 0.0355 -0.2490
-2.7578 2.3829 0.4222
-0.0067 0.1792 0.2503
0.3383 -0.1722 0.0930
0.0277 -0.1897 -0.0781
0.0566 0.1121 -0.1035
-0.2447 0.2101 0.0455
0.1127 -0.0846 0.0265
-0.2489 -0.0717 -0.1567
0.1468 -0.1133 -0.0953
-0.1466 -0.0996 -0.1545
-0.2413 0.2807 0.0800
-0.1202 -0.0968 0.0131

The value obtained for the gap between HOMO and LUMO (alpha / beta) is 7.229 / 7.435 eV.

=====

Molecular formula: C4H10N4
Method: DFT, ωB97M-V with the def2-TZVPD basis set

Last column: Mulliken charge in e.
Element x y z (Å)
C 2.0384 0.7831 -0.0902  -0.719
N 1.0241 0.7264 0.9331  -0.592
C -0.1811 1.3458 0.6955  -0.468
C -1.0102 0.5027 0.0388  0.129
N -2.2083 0.6653 -0.6892  -0.527
C -0.2864 -0.7913 0.0646  0.474
N 0.0035 -1.4088 -1.1065  -0.376
N -0.4384 -1.6452 1.1546  -0.591
H 1.6376 0.7961 -1.1213  0.260
H 2.7083 -0.0800 -0.0045  0.213
H 2.6647 1.6811 0.0227  0.308
H -0.4447 2.3292 1.0958  0.418
H -2.9967 0.1494 -0.3145  0.221
H -2.4577 1.6337 -0.8306  0.256
H -0.0769 -0.8707 -1.9524  0.264
H 0.2214 -2.3918 -1.1514  0.189
H 0.3187 -2.3130 1.2447  0.235
H -0.5163 -1.1118 2.0109  0.306

Force components x, y, z for each atom (eV/Å):
-0.0705 0.2561 0.0657
-0.0523 -1.0166 -0.1753
-0.5249 -0.2146 -0.3678
0.2646 0.5624 0.2371
-0.1007 -0.0812 0.0361
0.3952 0.0340 0.1174
0.0599 0.2904 0.3894
-0.0216 0.0381 -0.0711
-0.0221 0.0128 0.0358
-0.0547 0.0344 0.0175
-0.0022 -0.0524 -0.0877
0.0213 0.0192 -0.1167
0.0568 0.0617 -0.0143
0.0319 -0.0566 0.0431
0.0569 -0.1658 0.0323
-0.0359 0.1867 -0.0568
-0.0458 0.0694 -0.0225
0.0442 0.0219 -0.0621

Its SMILES is C/N=C\C(N)=C(N)N. The value obtained for the gap between HOMO and LUMO is 7.886 eV.

=====

Molecular formula: C4H10N4
Method: DFT, ωB97M-V with the def2-TZVPD basis set

Last column: Mulliken charge in e.
Element x y z (Å)
C 0.9396 -1.9376 -0.7952  -0.759
C 0.0323 -1.1214 -0.2459  -0.031
N 0.2723 0.2921 0.1834  0.257
C 1.5659 0.8468 -0.2298  -1.126
N 0.0593 0.5033 1.5741  -0.865
H 1.8720 -1.6226 -1.2339  0.255
H 0.7303 -2.9915 -0.8676  0.249
H -0.7861 -1.5308 0.3279  0.363
H 1.7331 0.7040 -1.2937  0.375
H 2.3824 0.3421 0.2970  0.386
H 1.6401 1.8936 0.0664  0.324
H 0.7132 0.0007 2.1739  0.245
H 0.1290 1.4978 1.7795  0.276
N -2.0996 0.0525 -1.4570  -0.637
C -1.9708 0.7557 -0.4257  0.734
N -2.4689 1.2921 0.5670  -0.600
H -2.8904 -0.4862 -1.7621  0.239
H -1.8535 1.5094 1.3417  0.314

Force components x, y, z for each atom (eV/Å):
-0.5437 0.6677 -0.1210
1.8333 0.9385 2.6409
0.4513 -0.9018 -0.9841
0.0077 -0.4956 0.2602
-0.2759 -0.6208 0.1645
0.0903 0.2276 0.0153
-0.2534 -0.0958 -0.1243
-0.3663 0.0625 -0.4164
-0.1848 0.2461 -0.1051
0.0948 -0.2051 0.0403
-0.2729 0.0472 -0.3209
0.2121 0.0431 -0.2993
0.1307 -0.2247 -0.2597
1.9215 2.3117 1.1833
-3.9231 -3.1245 -2.4683
1.4819 1.3393 0.1458
-0.0282 0.0699 0.5096
-0.3753 -0.2854 0.1391

Its SMILES is C=CN(C)N.N=C=N. The value obtained for the gap between HOMO and LUMO is 9.453 eV.